{
  "formula": "C4H7NO",
  "method": "the ωB97M-V functional and the def2-TZVPD basis",
  "mol_weight_da": 85.11,
  "gap_ev": 11.2,
  "e_above_lowest_kj_mol": 383.5,
  "total_energy_ev": -7795.670,
  "largest_force_ev_per_a": 1.498,
  "species": ["C", "C", "C", "N", "C", "O", "H", "H", "H", "H", "H", "H", "H"],
  "positions_angstrom": [[1.7247, -0.7955, -0.7378], [0.3926, -0.2020, -0.3596], [-0.7076, -1.0103, 0.1125], [-0.1067, -0.4405, 1.0559], [-0.8489, 2.0877, 1.5248], [-0.5697, 2.3370, 2.5962], [2.5451, -0.1235, -0.4633], [1.7808, -0.9831, -1.8158], [1.8682, -1.7441, -0.2111], [0.1749, 0.7918, -0.7639], [-2.4661, 0.6088, -0.6794], [-1.5489, -1.6772, -0.0352], [-2.2382, 1.1509, -0.2233]],
  "forces_ev_per_angstrom": [[0.0, 0.0, 0.0], [0.2, 0.1, -0.2], [0.2, 0.1, 0.4], [-0.3, -0.4, -0.3], [0.4, 0.5, 1.4], [-0.3, -0.3, -1.2], [-0.1, -0.1, -0.1], [0.0, 0.0, 0.1], [0.0, 0.1, -0.1], [0.0, -0.2, 0.1], [-0.1, 0.1, -0.1], [0.1, 0.0, 0.0], [-0.1, -0.1, -0.2]]
}